(1)
Density functional theory data (ωB97M-V with the def2-TZVPD basis set) for C35H50LaN4O6P as an isolated structure in a non-equilibrium geometry.

Output
- spin multiplicity = 1
- HOMO level (eV) = -4.96
- gap between HOMO and LUMO (eV) = 5.003

Each line ends with the Löwdin charge.
CARTESIAN COORDINATES (ANGSTROEM)
La: 0.758 -1.012 0.125  2.108
C: -0.106 -2.517 3.347  -0.113
N: -0.002 -3.255 2.103  -0.263
C: -1.266 -3.965 1.846  -0.185
C: -1.494 -4.347 0.385  -0.192
C: -2.004 -3.319 -0.622  -0.191
N: -0.956 -2.464 -1.310  -0.091
C: -1.274 -1.953 -2.461  -0.116
C: -0.501 -1.425 -3.558  -0.143
C: -0.895 -1.599 -4.918  -0.046
C: -0.027 -1.307 -5.916  -0.131
C: 1.162 -0.638 -5.685  -0.086
C: 1.576 -0.405 -4.390  -0.012
C: 0.732 -0.749 -3.307  -0.341
O: 1.021 -0.423 -2.059  -0.321
C: 1.106 -4.204 2.289  -0.209
C: 1.587 -4.967 1.036  -0.157
C: 1.905 -4.086 -0.170  -0.238
N: 2.522 -2.781 0.119  -0.130
C: 3.817 -2.677 -0.049  -0.094
C: 4.600 -1.486 -0.040  -0.142
C: 5.945 -1.619 -0.508  -0.041
C: 6.855 -0.569 -0.339  -0.111
C: 6.434 0.639 0.218  -0.088
C: 5.109 0.860 0.580  -0.010
C: 4.118 -0.180 0.460  -0.330
O: 2.859 0.005 0.725  -0.282
H: -0.475 -3.150 4.214  0.122
H: -0.683 -1.573 3.310  0.058
H: 0.938 -2.242 3.566  0.073
H: -2.079 -3.273 2.110  0.129
H: -1.364 -4.904 2.480  0.143
H: -2.283 -5.104 0.412  0.113
H: -0.654 -4.890 -0.082  0.091
H: -2.635 -2.575 -0.113  0.114
H: -2.608 -3.903 -1.402  0.136
H: -2.378 -1.922 -2.751  0.150
H: -1.906 -1.950 -5.117  0.113
H: -0.244 -1.658 -6.916  0.100
H: 1.819 -0.389 -6.539  0.116
H: 2.583 -0.003 -4.188  0.122
H: 0.810 -4.921 3.080  0.124
H: 1.869 -3.609 2.841  0.116
H: 0.940 -5.812 0.802  0.107
H: 2.504 -5.442 1.355  0.106
H: 0.951 -3.826 -0.661  0.067
H: 2.507 -4.681 -0.862  0.120
H: 4.398 -3.560 -0.312  0.123
H: 6.226 -2.567 -1.055  0.124
H: 7.854 -0.578 -0.703  0.083
H: 7.112 1.484 0.350  0.106
H: 4.719 1.772 0.973  0.095
C: -1.029 3.240 -5.135  -0.133
C: -1.657 3.476 -3.842  -0.337
C: -0.814 3.390 -2.640  -0.076
C: -1.306 3.261 -1.413  -0.098
N: -2.743 3.529 -1.130  -0.056
C: -3.561 3.650 -2.350  -0.147
C: -3.043 3.639 -3.566  -0.104
H: -1.311 2.277 -5.614  0.067
H: 0.084 3.282 -4.997  0.075
H: -1.261 4.021 -5.894  0.066
H: 0.265 3.393 -2.818  0.110
H: -0.643 2.941 -0.598  0.101
H: -4.606 3.548 -2.274  0.072
H: -3.771 3.833 -4.368  0.120
C: -3.449 4.329 1.707  -0.011
C: -3.309 2.834 1.316  -0.572
C: -4.404 2.073 2.003  -0.044
C: -3.534 2.584 -0.181  -0.045
O: -1.970 2.380 1.549  -0.174
P: -1.444 0.830 1.871  0.223
O: -2.108 0.152 3.018  -0.281
O: -1.340 0.037 0.585  -0.474
O: 0.033 1.239 2.148  -0.226
C: 0.637 1.878 3.407  -0.520
C: 1.906 2.559 2.944  -0.023
C: 0.874 0.703 4.425  -0.009
C: -0.321 2.940 3.955  -0.041
H: -4.450 4.739 1.406  0.108
H: -2.632 4.982 1.349  0.086
H: -3.352 4.387 2.809  0.093
H: -5.361 2.486 1.712  0.088
H: -4.308 2.116 3.064  0.082
H: -4.453 0.974 1.731  0.116
H: -4.560 2.827 -0.409  0.112
H: -3.241 1.586 -0.496  0.136
H: -2.741 4.528 -0.696  0.181
H: 2.503 1.805 2.438  0.061
H: 2.379 2.995 3.812  0.090
H: 1.582 3.357 2.262  0.101
H: 1.485 -0.051 3.939  0.065
H: -0.111 0.274 4.674  0.078
H: 1.359 1.101 5.327  0.092
H: -0.594 3.645 3.222  0.055
H: 0.077 3.517 4.831  0.112
H: -1.257 2.428 4.223  0.083


(2)
Density functional theory data (ωB97M-V with the def2-TZVPD basis set) for a 5-piece molecular cluster, C35H51BClF17N5O9S5 overall in a non-equilibrium geometry.

Output
- net charge = +1
- spin multiplicity = 1
- HOMO level (eV) = -9.82
- ΔE to the lowest compared entry with this formula, charge and spin (kcal/mol) = 0.0
- gap between HOMO and LUMO (eV) = 7.143

Each line ends with the Löwdin charge.
CARTESIAN COORDINATES (ANGSTROEM)
C: 2.192 -7.115 2.090  -0.048
C: 2.584 -5.803 1.276  -0.355
O: 3.232 -6.295 0.075  -0.079
C: 1.236 -5.059 0.934  -0.154
O: 1.387 -3.647 0.808  -0.126
C: 0.222 -2.892 0.460  -0.366
C: -1.122 -3.682 0.337  -0.064
C: -2.425 -2.769 0.313  -0.065
C: -3.260 -2.952 -1.019  -0.421
O: -2.736 -2.949 -2.098  0.111
N: -4.714 -3.121 -0.878  0.080
C: -5.348 -1.852 -0.500  -0.233
C: -4.769 -0.550 -0.781  -0.021
C: -5.470 0.684 -0.395  -0.061
C: -6.769 0.655 0.252  -0.079
C: -7.356 -0.656 0.520  -0.084
C: -6.657 -1.877 0.161  -0.039
C: 0.523 -2.253 -0.992  -0.096
C: 1.055 -3.375 -1.919  -0.062
C: 2.581 -3.609 -2.059  -0.709
O: 2.948 -4.084 -3.083  0.065
Cl: 3.885 -3.277 -0.864  0.741
N: 1.302 -0.959 -0.973  0.119
C: 1.452 -0.258 -2.264  -0.301
F: 0.521 -0.684 -3.182  0.162
F: 2.651 -0.706 -2.814  0.134
C: 1.502 1.295 -2.392  -0.236
F: 0.484 2.021 -1.817  0.123
F: 1.222 1.522 -3.748  0.121
C: 2.848 2.122 -2.236  -0.260
F: 2.445 3.436 -2.366  0.138
F: 3.573 1.922 -3.396  0.136
C: 3.840 1.871 -1.048  -0.249
F: 3.926 0.581 -0.576  0.124
F: 5.098 2.131 -1.575  0.132
C: 3.751 2.906 0.168  -0.255
F: 2.427 3.161 0.434  0.111
F: 4.267 4.084 -0.340  0.123
C: 4.655 2.571 1.411  -0.274
F: 5.173 3.772 1.865  0.134
F: 5.776 1.834 1.106  0.154
C: 3.998 1.873 2.651  -0.258
F: 3.729 0.564 2.297  0.124
F: 4.999 1.768 3.593  0.144
C: 2.804 2.604 3.370  -0.441
F: 2.998 2.482 4.720  0.153
F: 1.580 2.037 3.130  0.110
F: 2.691 3.927 3.118  0.165
C: 0.923 -0.076 0.195  -0.192
N: -0.541 0.227 0.179  0.103
C: -0.733 1.240 0.873  -0.667
S: -1.185 2.679 1.384  0.896
C: 1.140 -0.911 1.550  -0.073
N: 0.022 -1.891 1.520  0.043
B: -0.062 -2.456 2.897  -0.620
N: 1.075 -2.934 3.706  0.182
O: -1.347 -2.553 3.495  0.136
H: 1.908 -7.946 1.386  0.095
H: 3.048 -7.493 2.699  0.084
H: 1.314 -6.965 2.764  0.073
H: 3.270 -5.200 1.920  0.150
H: 4.167 -6.051 0.199  0.086
H: 0.565 -5.257 1.822  0.117
H: 0.781 -5.613 0.076  0.148
H: -1.320 -4.401 1.178  0.135
H: -1.200 -4.318 -0.591  0.123
H: -2.238 -1.681 0.460  0.105
H: -3.124 -3.082 1.139  0.125
H: -4.833 -3.695 -0.032  0.118
H: -3.797 -0.415 -1.305  0.102
H: -4.996 1.679 -0.611  0.047
H: -7.273 1.613 0.491  0.097
H: -8.366 -0.674 0.990  0.098
H: -7.174 -2.828 0.420  0.102
H: -0.514 -1.987 -1.352  0.158
H: 0.601 -4.380 -1.694  0.110
H: 0.677 -3.166 -2.956  0.129
H: 2.265 -1.277 -0.707  0.140
H: 1.561 0.833 0.289  0.136
H: 0.966 -0.263 2.451  0.135
H: 2.165 -1.355 1.633  0.132
H: 1.150 -3.949 3.563  0.079
H: 0.914 -2.790 4.704  0.085
H: -1.862 -1.761 3.257  0.108
C: -1.748 4.384 -1.942  -0.279
S: -3.476 4.359 -1.455  0.852
O: -3.789 2.957 -1.030  -0.587
C: -4.149 4.586 -3.109  -0.256
H: -1.137 4.218 -1.056  0.001
H: -1.559 3.590 -2.667  0.055
H: -1.499 5.354 -2.374  0.041
H: -3.806 3.784 -3.764  0.060
H: -3.835 5.554 -3.501  0.058
H: -5.236 4.559 -3.043  0.054
C: 2.300 8.579 -1.574  -0.260
S: 1.546 6.943 -1.599  0.813
O: 0.072 7.125 -1.462  -0.550
C: 2.176 6.423 0.005  -0.270
H: 2.002 9.107 -2.480  0.054
H: 1.955 9.133 -0.701  0.061
H: 3.386 8.479 -1.554  0.056
H: 1.837 7.114 0.779  0.065
H: 3.265 6.392 -0.022  0.050
H: 1.791 5.427 0.216  0.024
C: -0.565 5.368 4.588  -0.265
S: -1.815 4.080 4.765  0.772
O: -2.750 4.205 3.610  -0.596
C: -2.630 4.799 6.200  -0.263
H: 0.044 5.138 3.714  0.029
H: -1.047 6.337 4.451  0.063
H: 0.069 5.385 5.476  0.057
H: -2.984 5.803 5.962  0.062
H: -1.932 4.834 7.037  0.056
H: -3.479 4.168 6.463  0.054
C: 0.064 -4.805 -5.450  -0.259
S: -1.051 -5.795 -4.438  0.849
O: -0.691 -5.548 -3.008  -0.570
C: -0.361 -7.393 -4.897  -0.259
H: -0.167 -3.753 -5.286  0.047
H: 1.099 -4.999 -5.163  0.053
H: -0.088 -5.048 -6.502  0.059
H: 0.699 -7.427 -4.643  0.061
H: -0.500 -7.555 -5.966  0.058
H: -0.892 -8.166 -4.342  0.054


(3)
Density functional theory data (ωB97M-V with the def2-TZVPD basis set) for a 3-piece molecular cluster, C35H51BrFIN4O9P overall in a non-equilibrium geometry.

Output
- net charge = +1
- spin multiplicity = 1
- HOMO level (eV) = -11.38
- gap between HOMO and LUMO (eV) = 8.699

Each line ends with the Löwdin charge.
CARTESIAN COORDINATES (ANGSTROEM)
C: 4.595 -1.251 -1.358  -0.073
C: 3.592 -2.240 -1.996  -0.133
C: 3.067 -3.212 -0.942  -0.257
F: 3.594 -4.459 -1.204  0.044
N: 1.602 -3.414 -0.933  0.122
C: 0.842 -2.969 0.045  -0.310
N: 1.365 -2.171 1.012  0.112
C: 0.361 -1.423 1.785  -0.537
Br: -0.109 -2.513 3.334  0.876
C: -0.823 -0.936 0.895  -0.395
C: -1.780 -0.043 1.683  0.017
O: -0.210 -0.173 -0.141  -0.167
C: 0.498 0.994 0.241  -0.195
C: 1.859 1.139 -0.446  -0.318
C: 1.779 0.904 -1.950  -0.069
C: 2.575 2.420 0.006  -0.127
C: 1.796 3.745 -0.034  -0.372
C: 0.846 3.906 1.187  -0.061
C: 1.064 4.056 -1.342  -0.064
C: -1.469 -2.173 0.141  -0.254
C: -1.689 -1.835 -1.364  -0.194
C: -2.776 -0.783 -1.654  -0.672
C: -3.885 -1.298 -2.612  -0.161
I: -1.989 1.005 -2.608  0.960
C: -2.820 -2.703 0.663  -0.186
C: -3.248 -2.645 1.981  -0.069
C: -4.449 -3.176 2.415  -0.106
N: -5.303 -3.778 1.593  0.091
C: -4.902 -3.861 0.333  -0.121
C: -3.712 -3.374 -0.178  -0.046
N: -0.485 -3.304 0.137  -0.083
P: -0.966 -4.961 0.556  0.917
O: -1.528 -5.003 2.089  -0.299
O: 0.529 -5.587 0.821  -0.261
C: 1.087 -4.152 -2.066  -0.202
C: 0.671 -3.460 -3.199  -0.026
C: 0.216 -4.131 -4.320  -0.054
C: 0.185 -5.523 -4.350  -0.050
C: 0.613 -6.217 -3.222  -0.045
C: 1.068 -5.538 -2.103  -0.032
H: 4.642 -0.298 -1.876  0.069
H: 4.395 -1.060 -0.304  0.064
H: 5.585 -1.699 -1.416  0.084
H: 2.810 -1.751 -2.568  0.089
H: 4.166 -2.834 -2.704  0.125
H: 3.430 -2.958 0.052  0.149
H: 2.017 -1.495 0.620  0.122
H: 0.876 -0.584 2.234  0.099
H: -1.526 1.014 1.655  0.098
H: -2.817 -0.134 1.376  0.091
H: -1.755 -0.324 2.736  0.071
H: 0.652 1.142 1.312  0.121
H: -0.090 1.859 -0.071  0.091
H: 2.470 0.305 -0.053  0.104
H: 1.164 1.630 -2.471  0.038
H: 1.300 -0.063 -2.116  0.049
H: 2.760 0.916 -2.423  0.078
H: 3.501 2.499 -0.569  0.121
H: 2.875 2.271 1.047  0.117
H: 2.540 4.539 0.068  0.132
H: -0.174 3.775 0.821  0.077
H: 1.085 3.218 1.992  0.045
H: 0.898 4.947 1.495  0.058
H: 0.894 5.122 -1.466  0.074
H: 0.139 3.494 -1.474  0.052
H: 1.714 3.774 -2.178  0.079
H: -1.885 -2.774 -1.877  0.102
H: -0.755 -1.517 -1.818  0.066
H: -3.233 -0.438 -0.733  0.065
H: -4.174 -0.551 -3.339  0.026
H: -4.763 -1.603 -2.046  0.075
H: -3.489 -2.169 -3.133  0.076
H: -2.642 -2.163 2.727  0.041
H: -4.720 -3.105 3.459  0.117
H: -5.582 -4.358 -0.350  0.116
H: -3.526 -3.534 -1.224  0.100
H: -1.277 -5.818 2.543  0.077
H: 0.950 -5.193 1.603  0.070
H: 0.701 -2.378 -3.243  0.106
H: -0.096 -3.581 -5.197  0.113
H: -0.149 -6.021 -5.248  0.112
H: 0.607 -7.296 -3.261  0.114
H: 1.416 -6.123 -1.268  0.105
C: -2.075 7.744 -1.530  -0.111
C: -2.831 6.735 -0.692  -0.109
O: -1.776 6.082 0.021  0.054
C: -0.718 6.926 0.073  -0.567
O: 0.253 6.747 0.735  0.146
O: -0.914 7.994 -0.731  0.070
H: -2.630 8.663 -1.699  0.135
H: -1.759 7.336 -2.492  0.133
H: -3.502 7.207 0.027  0.135
H: -3.393 6.019 -1.286  0.133
C: 2.541 4.307 4.976  -0.107
C: 1.748 4.334 6.263  -0.110
O: 0.443 3.948 5.824  0.073
C: 0.571 3.250 4.676  -0.573
O: -0.309 2.651 4.146  0.151
O: 1.844 3.319 4.204  0.027
H: 3.578 4.017 5.121  0.133
H: 2.506 5.257 4.440  0.137
H: 2.105 3.602 6.990  0.134
H: 1.721 5.315 6.729  0.136


(4)
Density functional theory data (ωB97M-V with the def2-TZVPD basis set) for C35H52AsIrP3S as an isolated structure in a non-equilibrium geometry.

Output
- net charge = +4
- spin multiplicity = 6
- HOMO level (spin up / spin down) (eV) = -17.66 / -17.40
- ΔE to the lowest compared entry with this formula, charge and spin (kcal/mol) = 0.0
- gap between HOMO and LUMO (spin up / spin down) (eV) = 7.211 / 2.537

Each line ends with the Löwdin spin population.
CARTESIAN COORDINATES (ANGSTROEM)
Ir: -0.643 -2.134 -0.671  1.244
P: -1.988 -0.486 0.795  0.226
P: 1.182 -2.036 0.661  0.200
P: -1.603 -4.158 -0.864  0.154
H: 1.331 2.146 -1.876  0.001
C: 1.123 2.013 -2.943  0.003
C: -0.084 1.978 -3.520  0.004
H: -1.027 2.236 -3.034  0.000
C: -1.371 1.228 0.713  0.073
C: -2.002 -0.966 2.577  0.011
C: -3.784 -0.243 0.521  0.035
C: 2.864 -2.125 -0.084  0.041
C: 1.427 -0.516 1.631  0.049
C: 1.188 -3.407 1.855  0.041
C: -2.920 -4.114 -2.116  0.058
C: -2.457 -4.682 0.656  0.021
C: -0.569 -5.581 -1.312  0.027
H: 2.024 1.922 -3.557  0.000
H: -0.169 1.675 -4.562  0.000
H: -1.153 1.493 -0.329  0.003
H: -0.457 1.368 1.299  0.011
H: -2.125 1.925 1.108  0.011
H: -1.008 -0.962 3.032  0.000
H: -2.403 -1.982 2.680  0.000
H: -2.656 -0.272 3.125  0.002
H: -3.944 0.166 -0.483  0.000
H: -4.195 0.461 1.263  0.007
H: -4.315 -1.199 0.599  0.000
H: 3.584 -2.119 0.748  0.005
H: 3.074 -1.252 -0.716  0.001
H: 3.021 -3.042 -0.661  0.005
H: 2.302 -0.659 2.278  0.008
H: 0.563 -0.286 2.255  0.000
H: 1.640 0.322 0.958  0.013
H: 2.198 -3.446 2.284  0.008
H: 0.966 -4.357 1.352  0.001
H: 0.458 -3.225 2.652  0.000
H: -3.318 -5.127 -2.273  0.010
H: -2.467 -3.719 -3.031  0.004
H: -3.717 -3.433 -1.791  0.002
H: -2.747 -5.733 0.525  0.005
H: -3.334 -4.038 0.789  0.001
H: -1.802 -4.568 1.525  0.002
H: -0.651 -5.788 -2.387  0.001
H: -0.912 -6.460 -0.742  0.003
H: 0.471 -5.358 -1.069  0.003
C: 0.158 -2.900 -4.021  0.299
C: 0.770 -3.918 -4.808  0.092
C: 0.259 -4.178 -6.080  0.051
C: -0.832 -3.451 -6.574  0.269
C: -1.420 -2.459 -5.791  0.069
C: -0.937 -2.175 -4.525  0.099
S: 0.839 -2.346 -2.535  0.774
H: -1.875 -2.330 0.386  0.079
H: 1.617 -4.475 -4.404  0.003
H: 0.725 -4.926 -6.719  0.000
H: -1.184 -3.625 -7.594  0.010
H: -2.251 -1.865 -6.167  0.001
H: -1.362 -1.394 -3.891  0.005
C: 4.244 4.964 4.289  0.042
C: 3.134 4.135 4.496  0.004
C: 2.409 3.651 3.403  0.024
C: 2.799 4.021 2.101  0.089
C: 3.925 4.822 1.887  0.028
C: 4.640 5.306 2.992  0.009
As: 1.752 3.250 0.640  0.286
C: 0.682 4.809 0.055  0.102
C: -0.098 4.711 -1.109  0.040
C: -0.979 5.748 -1.435  0.006
C: -1.111 6.855 -0.588  0.071
C: -0.359 6.938 0.590  0.011
C: 0.534 5.910 0.914  0.037
C: 3.234 3.239 -0.661  0.063
C: 3.251 4.062 -1.795  0.030
C: 4.201 3.834 -2.799  0.008
C: 5.144 2.810 -2.660  0.057
C: 5.171 2.037 -1.493  -0.001
C: 4.231 2.258 -0.484  0.040
H: 4.804 5.344 5.145  0.002
H: 2.831 3.864 5.509  0.000
H: 1.553 2.989 3.546  0.002
H: 4.252 5.058 0.875  0.000
H: 5.510 5.944 2.828  0.001
H: -0.018 3.831 -1.757  0.001
H: -1.575 5.681 -2.348  -0.001
H: -1.814 7.647 -0.840  0.003
H: -0.476 7.797 1.256  0.000
H: 1.109 5.953 1.839  0.001
H: 2.517 4.859 -1.914  0.001
H: 4.190 4.445 -3.704  0.000
H: 5.855 2.607 -3.462  0.003
H: 5.921 1.250 -1.371  -0.001
H: 4.257 1.666 0.434  0.000